Entry 1:
Formula: C20H21IrN6O2
Source: OMol25
Level of theory: ωB97M-V/def2-TZVPD

```
50
Properties=species:S:1:pos:R:3:forces:R:3
Ir -0.8319 0.3113 -0.6520 -0.2 -0.1 -0.4
O -0.7797 3.1488 -0.6023 -0.1 -0.1 0.0
O 0.7645 1.5769 -0.2500 -0.3 0.0 0.4
N 0.7065 5.1648 -0.0750 0.0 0.0 0.0
N 0.1263 -1.1241 0.2545 -0.2 -0.2 -0.1
N -1.9457 -2.3062 -1.4848 -0.1 0.0 -0.1
N -2.3902 -0.9648 -1.2029 0.1 -0.1 0.1
N 0.2785 -0.3170 -2.2572 0.3 0.3 0.1
N -1.7643 0.5237 1.1662 0.5 0.2 0.1
C 3.3878 -2.3068 -2.1556 0.0 0.0 0.0
C -2.7211 1.3493 1.5392 0.0 0.0 0.0
C 0.3604 2.7737 -0.2957 0.1 0.0 -0.3
C 1.4113 3.8429 0.0023 0.0 0.0 0.1
C -1.6848 -0.4141 3.3955 0.0 0.0 0.0
C 2.3319 -1.5221 -2.6711 0.0 0.0 0.0
C 0.2425 0.0661 -3.5159 -0.1 -0.1 0.0
C 1.2575 -1.5397 -0.4456 0.1 0.1 0.1
C -0.2257 -1.2719 1.5906 0.1 0.1 0.1
C -0.2146 -2.2563 3.8080 0.0 0.0 0.0
C 1.2193 -0.3214 -4.4424 0.0 0.0 0.0
C -1.1404 -1.3708 4.2795 0.0 0.0 0.0
C 0.2368 -2.2253 2.4730 0.0 0.0 0.0
C 1.2936 -1.1262 -1.8121 -0.1 -0.1 0.0
C -1.2251 -0.3664 2.0668 -0.1 -0.1 0.0
C -3.2252 1.3615 2.8471 0.0 0.0 0.0
C 3.3772 -2.6465 -0.8346 0.0 0.0 0.0
C 2.2630 -1.0949 -4.0168 0.0 0.0 0.0
C -2.7034 0.4943 3.7662 0.0 0.0 0.0
C 2.3258 -2.2672 0.0270 0.0 0.0 0.0
H -0.2602 4.9133 -0.3802 0.0 0.0 0.0
H -2.7530 -2.9025 -1.6401 0.0 0.0 0.0
H 2.2053 3.8064 -0.7393 0.0 0.0 0.0
H -2.7933 -0.6183 -2.0711 0.0 0.0 0.0
H 4.1922 -2.6149 -2.8093 0.0 0.0 0.0
H -3.0961 2.0296 0.7850 0.0 0.0 0.0
H 1.1257 5.8034 -0.7504 0.0 0.0 0.0
H 3.0475 -1.3882 -4.7030 0.0 0.0 0.0
H -1.4430 -2.6369 -0.6686 0.0 0.0 0.0
H -3.1371 -0.9490 -0.5058 0.0 0.0 0.0
H 1.8458 3.7026 0.9882 0.0 0.0 0.0
H -3.0717 0.4831 4.7844 0.0 0.0 0.0
H 0.9215 -2.9917 2.1513 0.0 0.0 0.0
H 2.3903 -2.5603 1.0607 0.0 0.0 0.0
H -0.5873 0.6960 -3.8141 0.0 0.1 0.0
H 0.1868 -3.0160 4.4650 0.0 0.0 0.0
H 1.1408 0.0124 -5.4665 0.0 0.0 0.0
H -1.4810 -1.4056 5.3051 0.0 0.0 0.0
H 4.1885 -3.2310 -0.4223 0.0 0.0 0.0
H -4.0141 2.0529 3.1045 0.0 0.0 0.0
H 0.6612 5.6431 0.8243 0.0 0.0 0.0
```
Positions in Å, forces in eV/Å.

The frontier orbital gap is 0.245 Ha. Its charge is +2. The calculation puts the maximum force at 0.51 eV Å⁻¹. The LUMO energy comes out at -5.93 eV. The calculation puts the relative energy (zero: lowest compared OMol25 entry of this formula, charge and spin) at 0.0 kJ/mol.

Atom charges from the Mulliken analysis, given in e for atoms 1 to 2: Ir 1.123; O -0.773

***

Entry 2:
Formula: C25H25N2O2PSe3TaTe
Source: OMol25
Level of theory: ωB97M-V/def2-TZVPD

```
60
Properties=species:S:1:pos:R:3:forces:R:3
Ta -0.2659 -1.5402 -1.1101 -1.7 -0.4 -1.5
Te -1.6208 -5.4975 -1.2795 0.1 -0.5 -0.2
Se 0.1855 -4.0279 -0.4509 0.6 0.9 0.1
Se -2.0015 -1.5262 -2.6872 1.6 -0.3 1.4
Se -3.3409 -4.0234 -1.0204 -1.0 -0.2 -0.4
P -1.4392 -0.9882 1.2087 1.4 0.3 0.0
O 6.3566 0.4286 -1.0020 -0.6 -0.6 -0.5
O 2.7019 4.7593 -0.9996 -1.3 -2.5 0.2
N 1.8501 -1.4411 -1.6686 0.5 -0.2 -0.4
N 0.1137 0.6086 -1.3544 1.2 -1.0 0.4
C -5.2504 -2.1195 0.5450 -0.7 0.2 -0.9
C -1.7300 3.5125 2.3234 0.4 -1.2 0.2
C 4.1000 -2.2976 -2.0103 -0.8 0.2 0.4
C -0.2896 -1.6355 2.5023 -2.3 -0.8 0.5
C -0.8136 1.5700 -1.3072 -0.9 0.7 -0.5
C -5.2796 -3.4254 1.0882 -0.6 0.9 0.2
C 6.1018 -0.8164 -1.6204 0.7 -0.3 0.3
C 2.7297 -2.4580 -1.9539 -0.3 0.0 -0.6
C -2.8847 2.7665 2.0899 0.0 0.3 0.0
C -1.5801 0.7816 1.6403 -0.4 -0.8 0.1
C -4.1896 -3.8692 1.8164 -0.1 -1.5 0.7
C -0.4691 2.9105 -1.2734 -0.5 0.3 -0.1
C 1.3322 4.6582 -1.3358 -0.5 1.8 0.5
C -2.9742 -1.8994 1.2693 -0.8 1.9 -0.5
C 1.8482 2.2631 -1.3702 -0.8 -1.1 0.6
C 2.3931 -0.2162 -1.5188 0.0 1.2 0.9
C -2.7971 1.4220 1.7365 -1.1 0.4 0.1
C -3.0438 -3.0957 1.9257 0.4 0.1 0.0
C 1.4479 0.9234 -1.3602 -0.4 1.1 -0.4
C 0.8701 3.2718 -1.3080 0.8 -1.4 -0.2
C -0.4977 2.8280 2.3150 0.0 0.1 -0.1
C 3.7495 0.0158 -1.4351 0.0 -1.1 -0.7
C -4.1063 -1.3590 0.5750 1.2 -0.5 0.4
C 4.6349 -1.0276 -1.6968 -0.1 -0.9 0.3
C -0.4318 1.4668 1.9924 -0.4 1.2 0.0
H -4.0428 -0.4034 0.0235 -0.1 -0.7 0.4
H 7.3010 0.5435 -0.9549 0.6 0.3 0.1
H 4.6914 -3.1938 -2.2042 0.1 0.5 -0.1
H 0.6604 -1.1801 2.4688 1.1 0.5 -0.2
H 2.9508 5.6095 -1.2434 1.1 2.5 -0.6
H -4.1840 -4.8369 2.3648 -0.3 0.7 -0.7
H 4.1688 0.9722 -1.2540 0.1 0.7 0.2
H 6.6256 -1.6573 -1.1118 -0.6 0.3 0.1
H -1.7983 4.5426 2.6274 0.1 0.2 -0.1
H -6.1793 -4.0294 0.9957 0.2 0.1 0.0
H -0.8033 -1.3365 3.4437 0.5 -0.3 -0.3
H 1.1165 5.0684 -2.3631 0.1 -0.2 0.9
H 0.4321 3.3433 2.5811 -0.4 -0.1 -0.1
H -3.7450 0.9049 1.6309 0.2 -0.1 -0.1
H -2.1854 -3.4505 2.4705 0.0 -0.2 0.2
H -1.8750 1.2627 -1.3969 0.9 0.2 0.3
H 2.8846 2.5446 -1.3174 0.1 0.1 -0.3
H 2.2590 -3.3891 -2.2667 0.3 0.1 0.4
H 0.7270 5.2178 -0.5646 0.3 -0.2 -0.9
H -0.2077 -2.7385 2.4588 0.1 0.7 0.0
H -3.8777 3.2119 2.2172 0.5 -0.1 -0.1
H -1.2319 3.7048 -1.2439 0.3 -0.6 0.0
H -6.0830 -1.6694 -0.0269 0.2 -0.7 0.6
H 0.4906 0.9528 2.0375 1.0 -0.2 0.0
H 6.4963 -0.9172 -2.6374 0.0 0.4 -0.3
```
Positions in Å, forces in eV/Å.

The frontier orbital gap (spin up / spin down) is 0.217 / 0.216 Ha. Its charge is +3. The calculation puts the maximum force at 2.86 eV Å⁻¹. The LUMO energy (spin up / spin down) comes out at -11.27 / -11.27 eV. The calculation puts the relative energy (zero: lowest compared OMol25 entry of this formula, charge and spin) at 80.3 kJ/mol.

Atom charges from the Mulliken analysis, given in e for atoms 1 to 2: Ta 0.694; Te 0.490

***

Entry 3:
Formula: F24P4Zr
Source: OMol25
Level of theory: ωB97M-V/def2-TZVPD

```
29
Properties=species:S:1:pos:R:3:forces:R:3
Zr 0.0126 -0.0475 0.0183 -1.4 -1.0 -3.0
P -2.2497 -1.9958 0.2716 -4.0 -4.5 1.2
P 0.9176 1.3367 2.5442 1.3 -0.7 2.1
P 2.3692 -1.4440 -1.0900 4.4 -3.0 -3.0
P -1.0815 2.1255 -1.7777 -1.8 3.5 -4.2
F 1.9056 0.0839 -1.0354 -0.1 4.1 -0.8
F -2.3538 -3.4502 -0.3219 0.3 1.2 -0.4
F 1.6598 -1.4083 0.3808 0.6 -0.8 3.2
F 1.7671 1.1394 1.2073 2.0 1.4 -0.9
F -3.7361 -1.5131 -0.0668 1.7 -0.3 0.3
F -1.6603 1.3217 -0.5245 -2.9 -1.2 3.3
F -1.8250 -0.5765 0.9319 -1.0 3.6 2.2
F 2.1911 0.8039 3.4369 -2.7 1.4 -1.2
F -1.4823 3.4537 -0.9658 0.6 -0.7 -2.1
F -0.1775 2.6729 -3.0708 -2.4 -0.6 2.9
F -0.6040 -2.1733 0.5664 1.7 -1.1 0.6
F -1.6735 -1.3254 -1.0482 0.3 0.9 -2.5
F -0.3276 1.5034 1.5452 -2.4 4.4 -1.3
F 2.6562 -3.0118 -0.9845 -0.3 2.2 0.0
F 2.8551 -1.2716 -2.6298 -0.6 -0.4 2.2
F -2.5008 1.9274 -2.6092 3.2 0.6 1.6
F 1.3027 2.9380 2.5657 -0.4 -1.3 0.3
F 0.8091 -1.6363 -1.5218 -1.2 -0.8 -1.2
F 0.2854 2.0118 -0.8743 3.2 1.8 2.2
F 0.4385 -0.1573 2.1141 0.8 -4.6 3.5
F -0.5374 0.6268 -2.0422 0.5 -3.7 -3.4
F -0.1217 1.5445 3.7437 1.7 -0.1 -0.4
F -2.6399 -2.5424 1.7130 0.6 0.8 -0.6
F 3.8011 -0.9360 -0.4763 -1.6 -1.1 -0.5
```
Positions in Å, forces in eV/Å.

The multiplicity is 2. The frontier orbital gap (spin up / spin down) is 0.421 / 0.090 Ha. Its charge is +1. The calculation puts the maximum force at 6.18 eV Å⁻¹. The LUMO energy (spin up / spin down) comes out at -6.20 / -15.21 eV.

Atom charges from the Mulliken analysis, given in e for atoms 1 to 2: Zr 1.188; P 1.297

***

Entry 4:
Formula: C4H10O3
Source: OMol25
Level of theory: ωB97M-V/def2-TZVPD

```
17
Properties=species:S:1:pos:R:3:forces:R:3
O -1.4041 0.2108 0.1087 1.4 -0.4 0.2
O 0.9734 -1.2545 -4.6547 0.7 -1.0 0.3
O 0.8076 0.4525 1.7291 2.3 -0.2 0.9
C -1.0013 -0.8982 1.0076 -0.7 0.8 0.4
C -0.2423 -0.3273 2.2530 -0.6 0.4 -1.0
C 0.4274 1.5461 0.9405 -0.9 -0.4 -0.2
C -0.2258 0.9765 -0.3030 -0.3 0.2 0.5
H 0.4438 0.2995 -0.8676 0.0 0.4 0.4
H 1.2345 2.2321 0.6189 0.2 -0.8 0.7
H -0.8642 0.3446 2.8752 -0.2 -0.4 -0.3
H -1.9601 -1.3874 1.2663 0.5 0.3 0.0
H 1.4968 -1.8052 -5.2799 -0.6 0.6 0.7
H 1.1435 -1.6527 -3.7711 -0.2 0.4 -1.0
H 0.1996 -1.0915 2.9210 -0.2 0.2 -0.6
H -0.3600 -1.6541 0.5149 -0.1 0.6 -0.1
H -0.2811 2.1276 1.5613 -0.1 0.1 -0.6
H -0.3877 1.8812 -0.9200 -1.1 -0.8 -0.2
```
Positions in Å, forces in eV/Å.

The frontier orbital gap is 0.366 Ha. As for the SMILES: C1COCCO1.O. Its charge is 0. The calculation puts the maximum force at 2.42 eV Å⁻¹. The LUMO energy comes out at 0.73 eV. The calculation puts the relative energy (zero: lowest compared OMol25 entry of this formula, charge and spin) at 209.4 kJ/mol.

Atom charges from the Mulliken analysis, given in e for atoms 1 to 2: O -0.395; O -0.643

***

Entry 5:
Formula: C15H16CoN4O4SSi
Source: OMol25
Level of theory: ωB97M-V/def2-TZVPD

```
42
Properties=species:S:1:pos:R:3:forces:R:3
Co -0.3644 0.4093 -0.9045 -0.5 0.3 -0.2
S -0.0030 3.1433 -2.4649 -0.1 -0.2 0.3
Si -3.2923 -0.1843 -1.9195 -0.3 -0.2 -0.1
O 4.7834 -0.8808 4.5351 0.1 -0.4 -0.1
O 2.8419 -0.6367 5.3911 -0.3 -0.4 0.2
O 0.1223 3.8730 -1.1999 0.1 0.1 -0.1
O -2.1343 -0.1383 -0.7811 0.1 0.0 0.0
N 3.5848 -0.7450 4.4408 0.2 1.1 0.0
N 1.6640 -0.0425 -0.8016 0.5 0.0 -0.1
N -0.0679 0.1285 1.1796 0.0 0.1 0.1
N -0.1885 1.6763 -2.4282 0.2 -0.1 0.0
C 4.3920 -0.3398 -0.3697 0.0 0.0 0.0
C 3.9090 -0.5322 2.0787 0.2 0.0 -0.2
C -2.7692 -1.3261 -3.3163 0.0 0.0 0.0
C 2.1477 -0.1766 0.4535 -0.1 0.0 -0.1
C 3.8998 -0.1578 -1.6377 0.0 -0.1 0.2
C 2.5183 -0.0171 -1.8108 -0.2 0.0 0.0
C 3.0192 -0.5275 3.0887 -0.2 -0.2 0.0
C 1.6004 -0.3075 2.8765 0.1 0.0 -0.1
C 1.2017 -0.1196 1.5435 0.0 0.0 0.0
C -4.8470 -0.8506 -1.1010 0.0 0.0 0.0
C -3.7280 1.4879 -2.6409 0.0 0.0 0.1
C 3.4993 -0.3526 0.7195 0.1 0.0 0.0
C 0.5767 -0.2433 3.8442 -0.1 0.0 0.0
C -0.7170 -0.0126 3.4467 0.0 0.0 0.1
C -1.0117 0.1706 2.0941 0.0 0.0 -0.1
H 2.0783 0.1240 -2.7910 0.0 0.0 0.0
H 5.4542 -0.4645 -0.2026 0.0 0.0 0.0
H -4.6134 1.3924 -3.2748 0.0 0.0 0.0
H 4.5543 -0.1292 -2.4960 0.0 0.0 0.0
H -5.6893 -0.9455 -1.7895 0.0 0.0 0.0
H -2.0139 0.3418 1.7206 0.0 0.0 0.0
H -1.8529 -0.9585 -3.7859 0.0 0.0 0.0
H -5.1510 -0.1729 -0.2989 0.0 0.0 0.0
H -2.9231 1.9114 -3.2418 0.0 0.0 0.0
H -3.9641 2.1944 -1.8414 0.0 0.0 0.0
H -4.6623 -1.8317 -0.6578 0.0 0.0 0.0
H 0.8077 -0.3768 4.8865 0.0 0.0 0.0
H -3.5292 -1.4090 -4.0963 0.0 0.0 0.0
H 4.9551 -0.6797 2.3027 0.0 0.0 0.0
H -2.5756 -2.3283 -2.9265 0.0 0.0 0.0
H -1.5120 0.0340 4.1769 0.0 0.0 0.0
```
Positions in Å, forces in eV/Å.

The multiplicity is 4. The frontier orbital gap (spin up / spin down) is 0.241 / 0.263 Ha. Its charge is 0. The calculation puts the maximum force at 1.09 eV Å⁻¹. The LUMO energy (spin up / spin down) comes out at -1.85 / -1.83 eV. The calculation puts the relative energy (zero: lowest compared OMol25 entry of this formula, charge and spin) at 33.6 kJ/mol.

Atom charges from the Mulliken analysis, given in e for atoms 1 to 2: Co 0.257; S 0.253

***

Entry 6:
Formula: C6H15NO2
Source: OMol25
Level of theory: ωB97M-V/def2-TZVPD

```
24
Properties=species:S:1:pos:R:3:forces:R:3
O 1.3805 1.1743 -0.6238 -0.5 1.2 0.1
O -0.8400 1.6513 0.6273 -0.8 -1.2 -0.4
N 1.6040 0.2969 1.4811 0.4 0.4 1.0
C -1.8626 0.8206 -1.3598 0.5 -0.3 -0.1
C -2.5762 0.0726 0.9970 0.4 -0.5 0.1
C 0.2937 -1.2602 -0.3300 2.7 0.3 0.1
C 2.9147 -0.6030 -0.3596 -0.3 0.1 0.0
C -1.5946 0.8071 0.1220 -0.6 2.2 0.6
C 1.6373 0.0641 0.1020 -2.4 -2.2 -0.5
H 0.6163 1.6523 -0.1748 0.9 -0.5 -0.7
H -3.5226 0.6187 0.9918 0.1 0.1 -0.1
H 3.7500 0.0720 -0.1647 -0.1 0.0 0.0
H 0.4520 -1.3657 -1.4034 -0.2 -0.1 -0.1
H 1.7764 -0.5339 2.0334 -0.1 0.1 -0.1
H -2.2163 0.0074 2.0219 0.0 0.1 0.0
H 0.7627 0.7846 1.7741 0.2 -0.2 0.0
H -0.9266 0.9541 -1.9032 0.0 -0.1 0.0
H 0.7698 -2.1056 0.1704 0.2 -0.2 -0.2
H -0.7472 -1.4479 -0.0821 -0.3 1.0 0.2
H -2.3624 -0.0847 -1.6967 0.0 0.0 0.0
H 3.0803 -1.5369 0.1707 0.0 -0.1 0.0
H -2.7627 -0.9327 0.6194 -0.1 0.0 0.0
H 2.8559 -0.7987 -1.4268 0.0 0.0 0.0
H -2.4823 1.6931 -1.5862 -0.1 -0.1 0.2
```
Positions in Å, forces in eV/Å.

The frontier orbital gap is 0.324 Ha. Its charge is 0. The calculation puts the maximum force at 3.28 eV Å⁻¹. The LUMO energy comes out at 0.67 eV. The calculation puts the relative energy (zero: lowest compared OMol25 entry of this formula, charge and spin) at 235.7 kJ/mol.

Atom charges from the Mulliken analysis, given in e for atoms 1 to 2: O -0.600; O -0.749

***

- What is the maximum force in the second record?
  2.86 eV Å⁻¹

***

Repeat the sixth record exactly.
Formula: C6H15NO2
Source: OMol25
Level of theory: ωB97M-V/def2-TZVPD

```
24
Properties=species:S:1:pos:R:3:forces:R:3
O 1.3805 1.1743 -0.6238 -0.5 1.2 0.1
O -0.8400 1.6513 0.6273 -0.8 -1.2 -0.4
N 1.6040 0.2969 1.4811 0.4 0.4 1.0
C -1.8626 0.8206 -1.3598 0.5 -0.3 -0.1
C -2.5762 0.0726 0.9970 0.4 -0.5 0.1
C 0.2937 -1.2602 -0.3300 2.7 0.3 0.1
C 2.9147 -0.6030 -0.3596 -0.3 0.1 0.0
C -1.5946 0.8071 0.1220 -0.6 2.2 0.6
C 1.6373 0.0641 0.1020 -2.4 -2.2 -0.5
H 0.6163 1.6523 -0.1748 0.9 -0.5 -0.7
H -3.5226 0.6187 0.9918 0.1 0.1 -0.1
H 3.7500 0.0720 -0.1647 -0.1 0.0 0.0
H 0.4520 -1.3657 -1.4034 -0.2 -0.1 -0.1
H 1.7764 -0.5339 2.0334 -0.1 0.1 -0.1
H -2.2163 0.0074 2.0219 0.0 0.1 0.0
H 0.7627 0.7846 1.7741 0.2 -0.2 0.0
H -0.9266 0.9541 -1.9032 0.0 -0.1 0.0
H 0.7698 -2.1056 0.1704 0.2 -0.2 -0.2
H -0.7472 -1.4479 -0.0821 -0.3 1.0 0.2
H -2.3624 -0.0847 -1.6967 0.0 0.0 0.0
H 3.0803 -1.5369 0.1707 0.0 -0.1 0.0
H -2.7627 -0.9327 0.6194 -0.1 0.0 0.0
H 2.8559 -0.7987 -1.4268 0.0 0.0 0.0
H -2.4823 1.6931 -1.5862 -0.1 -0.1 0.2
```
Positions in Å, forces in eV/Å.

The frontier orbital gap is 0.324 Ha. Its charge is 0. The calculation puts the maximum force at 3.28 eV Å⁻¹. The LUMO energy comes out at 0.67 eV. The calculation puts the relative energy (zero: lowest compared OMol25 entry of this formula, charge and spin) at 235.7 kJ/mol.

Atom charges from the Mulliken analysis, given in e for atoms 1 to 2: O -0.600; O -0.749

***

- Which of these has the lowest maximum force?
  C20H21IrN6O2

***

- What is the formula in the fifth record?
  C15H16CoN4O4SSi